[1]
Formula: C24H31N3O5S
Source: the Open Molecules 2025 dataset
Level of theory: wB97M-V/def2-TZVPD

```
64
Properties=species:S:1:pos:R:3:forces:R:3
C -4.31317 2.12673 -1.06408 -0.27 0.20 0.07
H -5.28175 -0.23256 -2.02490 -0.05 -0.04 0.00
H 1.37166 2.06843 3.02499 0.07 0.01 0.07
C -0.43564 0.61414 -0.05046 -0.07 0.19 0.04
H -5.38560 1.30728 0.61140 -0.07 0.05 0.05
H 5.91797 -2.56701 0.02540 -0.06 -0.04 -0.04
C 0.71330 0.01882 0.41959 0.40 -0.68 -0.16
C 3.32611 0.05317 -1.04273 0.20 0.97 -0.45
N -3.01119 1.67865 -0.63528 0.05 -0.12 -0.12
C 4.59532 0.51552 -0.67577 -0.03 -0.13 0.09
H -1.95062 -1.21908 1.19490 -0.10 -0.06 0.07
N -4.07275 -0.87744 -0.47693 0.00 -0.26 -0.08
H -4.96471 -1.80481 1.20575 0.01 0.07 -0.01
C -0.27712 2.24038 1.69119 -0.15 -0.05 -0.21
C -5.41358 1.24218 -0.47653 0.24 -0.11 -0.23
H 5.51108 -0.34819 1.05443 0.06 -0.03 0.04
C -2.20049 2.43155 0.13199 0.06 -0.12 -0.20
H 5.38540 -1.94372 -1.54568 0.07 -0.05 -0.03
C 4.04898 2.69419 -1.56338 0.04 0.08 -0.02
C -3.85583 -2.11921 -1.21278 0.25 -0.24 0.08
C 2.45859 0.90664 -1.72340 0.18 0.11 -0.15
H 3.67389 -2.11298 0.98577 0.10 -0.06 -0.07
O 1.19722 -2.58413 0.48779 0.23 -0.01 0.22
C 2.81367 2.21885 -1.96976 -0.01 0.02 0.05
C 4.93593 1.83234 -0.94319 -0.13 0.02 -0.04
H -4.36004 2.09436 -2.15866 -0.07 0.08 0.04
H -6.18570 -0.77078 -0.59636 0.07 -0.05 -0.08
H 3.53202 -3.17052 -0.42380 0.17 0.05 0.13
H -0.67102 3.12471 2.16953 -0.03 0.08 0.02
H -3.75126 -1.88406 -2.27432 -0.04 -0.04 -0.01
H 4.32841 3.72008 -1.74814 0.03 0.09 -0.03
H 2.57073 0.28580 3.93940 0.00 0.00 -0.05
C -5.29284 -0.21415 -0.93129 -0.19 0.18 0.10
H 3.61660 1.29039 2.89040 -0.03 -0.04 0.00
C -0.95770 1.73298 0.58908 0.24 -0.04 0.15
C 3.20488 0.28894 3.04868 0.14 0.10 0.18
N 2.90934 -1.24178 -0.75610 -1.02 -0.29 0.28
C 5.25662 -1.85225 -0.46567 -0.18 0.15 0.10
H -4.18387 -0.22868 1.50785 -0.03 -0.02 0.04
O 0.53778 -1.56904 -1.63382 0.12 0.32 -0.08
H 6.59380 -0.15274 -0.32497 -0.03 0.03 0.06
H 2.12370 2.86880 -2.48600 -0.07 0.05 -0.05
C 5.57667 -0.42539 -0.03500 0.03 -0.12 -0.07
S 1.28193 -1.47279 -0.40890 -0.13 -0.05 -0.02
O -2.43000 3.59127 0.42799 0.02 0.24 0.22
H -0.87895 0.19738 -0.94128 -0.11 0.01 -0.10
H -4.43206 3.16244 -0.73578 0.01 -0.12 -0.13
C -2.81507 -1.88007 1.36747 -0.24 0.27 0.15
H 1.51648 0.52025 -2.07371 -0.07 0.07 -0.14
H -2.90088 0.66844 -0.68210 0.10 0.08 0.14
H -2.85665 -2.14809 2.42486 0.02 0.11 -0.04
H -6.38270 1.61947 -0.80681 -0.05 0.00 0.05
H -2.48938 -3.79479 -1.21046 0.03 0.09 -0.06
C -2.58779 -2.82302 -0.72475 -0.21 0.06 -0.29
O -2.65311 -3.08031 0.65921 -0.02 -0.21 0.05
H -1.69876 -2.22065 -0.95627 -0.10 -0.05 -0.01
C 0.87444 1.64362 2.16798 0.24 -0.18 0.07
O 2.49919 -0.15851 1.91056 -0.23 0.04 -0.12
C -4.10205 -1.16423 0.95221 0.31 -0.12 0.17
H -4.71365 -2.80208 -1.08444 0.02 0.04 -0.04
C 3.81477 -2.16664 -0.09919 0.24 -0.70 0.31
H 5.91641 2.18441 -0.65390 0.11 0.01 0.02
C 1.38432 0.50803 1.53904 -0.03 0.08 0.08
H 4.01871 -0.42056 3.18913 -0.04 0.06 0.01
```
Forces are in eV/Å.

Charge: 0
Frontier orbital gap (eV): 8.871
SMILES: COc1ccc(C(=O)NCCCN2CCOCC2)cc1S(=O)(=O)N1CCCc2ccccc21

[2]
Formula: C24H31N5O3S
Source: the Open Molecules 2025 dataset
Level of theory: wB97M-V/def2-TZVPD

```
64
Properties=species:S:1:pos:R:3:forces:R:3
O -0.05279 -0.40668 -2.92195 0.12 -0.24 -0.34
N 4.09919 2.36627 -0.60777 0.60 0.39 0.40
H 0.26727 -3.38894 2.02326 0.04 -0.14 0.08
H 0.61883 2.80948 -0.86577 -0.08 -0.02 0.02
H -1.93819 -4.36528 1.31983 0.07 -0.01 0.08
C 0.40318 1.55343 0.86625 -0.31 -0.10 -0.02
H -0.59088 -4.01118 -1.59469 -0.04 -0.07 -0.13
H 0.92108 -3.43362 -0.89364 0.14 0.04 -0.05
H -1.02826 2.78835 -0.22191 0.12 0.00 -0.08
C -0.15456 2.17020 -0.43964 0.31 0.17 0.41
H 1.26699 2.41413 -3.00529 0.07 -0.11 0.07
C -0.06112 -3.83849 -0.66165 -0.17 0.21 0.10
O 1.74374 1.97524 1.06919 -0.12 0.07 -0.09
H 2.87929 2.20074 2.74208 -0.03 0.06 0.03
C 1.89868 2.50733 2.37323 0.07 0.13 0.32
H -2.70814 -4.69166 -1.01182 -0.02 -0.08 -0.12
C -4.62014 2.94358 0.17142 0.25 -0.26 0.18
H 0.42242 0.45885 0.74959 -0.02 0.10 -0.01
C 2.81467 -0.94493 -0.90849 -0.14 -0.15 -0.11
H -3.30282 -3.02740 -1.06798 -0.06 0.05 -0.11
C 0.01847 -2.49828 1.45283 -0.13 -0.02 -0.15
C -1.86347 0.51407 -1.18698 -0.02 -0.21 -0.16
N -0.55366 1.15967 -1.39174 -0.32 -0.03 -0.13
C 0.73009 1.95707 3.18710 0.14 0.06 -0.22
H 1.88932 0.86662 -3.63171 -0.16 0.12 0.18
H -2.10192 0.03478 -2.14656 0.04 0.10 0.29
O -2.21604 -0.44591 1.00250 0.08 -0.23 0.29
S -3.62596 1.64683 0.70783 -0.51 0.65 -0.39
H -4.95464 4.02113 -1.66447 -0.12 0.14 -0.06
N 3.18618 2.56933 -1.45755 -0.43 0.82 -0.63
H -5.30637 3.39890 0.85742 -0.18 0.13 0.13
C -1.75258 -0.59009 -0.11484 0.04 0.12 -0.65
C 1.51099 1.38178 -2.73865 -0.01 -0.02 -0.54
H -2.65798 -2.75444 1.35203 0.07 -0.07 0.08
H 0.48821 2.58142 4.04323 0.00 0.00 0.09
H -0.80788 2.92415 2.02224 -0.07 0.05 -0.02
N 2.53633 1.42883 -1.73940 0.22 -0.51 0.50
H -0.75354 -1.65198 -1.50616 -0.11 0.19 0.03
C -2.16425 -3.48716 0.71292 -0.04 0.06 -0.22
C 4.10041 1.04709 -0.26643 -0.74 -0.93 -0.56
C -3.11172 -3.87691 -0.41596 0.12 0.01 0.23
C -0.83432 -2.87433 0.23546 0.01 -0.09 0.51
H -1.16484 1.21629 2.34273 -0.03 0.07 -0.01
H 0.07221 -4.79100 -0.15589 0.01 -0.09 0.05
H 1.86364 3.60434 2.32576 0.04 -0.07 0.06
H -3.14238 2.50251 -2.76058 0.09 -0.02 -0.20
N -1.10396 -1.67037 -0.55447 0.27 -0.43 -0.24
C 3.59498 -1.65107 -0.02136 -0.09 -0.03 -0.06
C -2.92076 1.51213 -0.86485 -0.23 -0.11 0.29
C 4.60249 -1.03358 0.73439 0.15 -0.04 0.17
H 0.95347 0.94639 3.53047 0.01 -0.03 0.05
H 0.94274 -2.01748 1.13668 0.10 0.03 -0.03
H 3.43417 -2.71276 0.10073 -0.03 -0.08 -0.01
H -4.06155 -4.20286 0.00076 -0.11 -0.04 -0.04
H 5.65267 0.78513 1.20266 0.11 0.04 0.08
C 3.07720 0.41433 -1.01449 0.72 0.36 0.44
C -4.42582 3.24806 -1.13666 -0.11 0.17 0.04
H -0.53139 -1.81521 2.09455 -0.01 0.04 0.09
C -0.37245 1.92980 2.13283 0.26 -0.07 0.03
C 4.87633 0.30929 0.62586 -0.07 0.15 -0.09
H 5.17723 -1.64138 1.41771 0.06 -0.02 0.05
C 0.24498 0.62466 -2.33227 0.10 0.19 0.03
H 2.04394 -1.41453 -1.50051 -0.08 -0.10 -0.04
C -3.44700 2.42537 -1.73146 0.18 -0.25 0.11
```
Forces are in eV/Å.

Charge: 0
Frontier orbital gap (eV): 9.521
SMILES: CCC(C)(C)NC(=O)[C@@H](c1cccs1)N(C[C@@H]1CCCO1)C(=O)Cn1nnc2ccccc21

[3]
Formula: C24H31NO2
Source: the Open Molecules 2025 dataset
Level of theory: wB97M-V/def2-TZVPD

```
58
Properties=species:S:1:pos:R:3:forces:R:3
H -1.55247 2.14174 3.13159 -0.69 -0.61 -1.94
H 2.27982 -0.18791 -0.46059 1.17 -0.39 -0.80
C -0.39504 2.66484 0.60768 -7.34 -3.27 -7.26
C -2.81001 -1.78420 -0.23911 9.02 4.13 -8.81
H 3.35842 -1.47359 0.02067 2.44 -1.07 3.42
C -1.29360 -2.37297 -0.65470 -10.01 -7.49 10.22
C -2.88401 2.31775 0.78769 0.31 8.24 -4.44
H -3.47384 -2.40369 0.04846 -4.59 -4.68 1.70
H 3.89576 -5.89589 -0.50357 0.70 -0.05 -0.81
H 3.78653 -3.42762 -0.74753 -2.10 -1.23 0.11
O 1.45927 -1.89966 -0.57057 -2.32 -2.28 0.93
C 0.67860 -5.59056 0.13050 -7.64 4.40 -1.63
C 1.79643 -6.23170 -0.10923 4.66 16.10 -2.52
C -2.25725 -1.01479 2.04168 0.54 -3.94 -1.48
H 4.13804 3.34322 -2.04834 -2.92 2.12 1.38
H -1.34565 3.62648 -1.15632 0.02 1.03 0.32
H -2.91952 -1.19983 -1.29182 -1.28 -2.00 1.77
H -3.15141 3.39921 1.25438 1.99 -2.02 -0.02
H -2.07390 -0.03665 3.89198 4.04 -2.19 12.95
C 2.65108 -1.22459 -0.63511 -1.46 1.56 -3.87
H -3.00578 2.64041 -0.25511 0.64 0.77 -1.10
C -0.96485 -3.55333 -0.06022 -0.36 1.49 -0.55
C 0.97247 3.85528 -1.18779 -7.36 2.33 2.55
C -1.64993 1.66491 0.81886 5.51 -0.95 4.62
C 3.16342 5.32121 -1.59995 0.95 3.70 5.94
C 2.17784 5.96138 -0.75235 -2.75 0.06 -4.31
H 2.24897 7.09525 -0.67653 -0.22 -1.65 0.68
H -1.63752 -3.97583 0.67792 -0.07 -0.29 -0.11
C -1.46221 1.27975 2.34727 -4.24 0.88 2.19
C 3.02369 3.99219 -1.60813 14.08 0.25 -4.86
H -0.37019 2.39772 -1.61580 -0.27 -2.01 -0.51
H 0.36160 2.12318 0.77421 6.20 -3.56 1.57
C 2.08060 3.20973 -1.57726 -6.82 -6.36 0.40
H -1.64317 0.68229 -0.93492 -1.13 0.93 -6.69
C -1.40716 0.40186 -0.05504 -7.17 -0.12 7.52
H -0.46123 -6.04050 0.23654 3.40 0.11 0.32
H -0.52855 3.46858 1.08086 -0.68 6.02 4.65
C 2.79275 -4.03419 -0.63058 0.19 1.08 -0.20
H -1.12478 -1.46642 2.19313 -2.73 0.38 -0.91
H 4.18487 5.73089 -1.31549 -0.98 -0.40 -1.60
H -0.05499 5.63658 -0.35946 0.98 -0.49 -0.60
C -0.43324 3.13337 -0.86678 3.13 0.23 -0.62
O -3.92930 1.66168 0.98394 -7.46 -6.67 2.54
H -0.54961 1.08131 2.61871 5.78 -1.72 0.48
H -0.73469 -2.05456 -1.27232 6.88 5.10 -8.29
H -3.19549 0.51371 2.82113 -4.76 1.64 0.73
H -0.56725 0.02066 0.24882 4.97 -2.39 0.72
N -2.62011 -0.71115 0.53730 3.18 6.93 4.92
H -3.83013 0.67691 0.77420 0.21 1.20 0.14
C -2.34951 0.07114 3.07028 -0.54 3.19 -16.57
H 1.64173 -7.06741 -0.07058 -1.12 -16.72 0.83
H -3.11961 -1.81874 2.08289 2.01 0.88 1.14
H 3.13007 -1.55555 -1.61111 -0.43 1.50 0.51
C 1.47288 -3.25248 -0.44871 1.86 -4.91 -0.74
H 2.13084 2.13678 -1.80738 -0.16 0.56 0.26
C 0.33025 -4.16086 -0.25605 4.34 0.71 1.53
C 2.93800 -5.44680 -0.64904 -2.79 1.19 3.02
C 0.88171 5.22239 -0.80997 3.20 0.75 1.15
```
Forces are in eV/Å.

Charge: 0
Frontier orbital gap (eV): 8.406

Results for relative energy (zero: lowest compared OMol25 entry of this formula, charge and spin): 42.8, 0.5, 480.1 (in kcal/mol, following the order of the records).
Results for DFT total energy: -50934.133, -49819.795, -30955.782 (in eV, following the order of the records).
Results for highest occupied orbital energy: -8.3191, -8.8876, -7.9864 (in eV, following the order of the records).